Entry 1:
Entry from the OMol25 dataset: a 3-piece molecular cluster, C27H34ClF16NO4P overall at a distorted geometry (ωB97M-V/def2-TZVPD).

Calculated values
E_tot = -103518.7806 eV
HOMO (spin up / spin down) = -0.301 / -0.307 Eh

ORCA input file:
```
! wB97M-V def2-TZVPD RIJCOSX def2/J DEFGRID3
* xyz 0 2
C 5.996 -0.343 0.304
C 4.874 -0.618 -0.757
C 5.084 -1.366 -1.995
C 3.948 -1.600 -2.889
C 2.620 -1.080 -2.541
C 2.375 -0.309 -1.334
C 1.030 0.280 -0.831
C 0.179 1.147 -1.826
P 0.931 2.754 -2.429
O 0.676 3.805 -1.102
Cl 3.009 2.670 -2.649
C -0.411 0.380 -3.091
C -1.406 -0.799 -2.764
C -2.588 -0.790 -3.845
C -0.700 -2.217 -2.965
N -2.031 -0.804 -1.436
O -1.773 -1.817 -0.684
C -2.204 0.484 -0.766
C -2.229 0.201 0.808
C -3.648 1.123 -1.071
C -1.130 1.608 -0.997
C 3.552 -0.098 -0.462
H 5.724 0.543 0.933
H 7.011 -0.281 -0.153
H 5.962 -1.227 1.009
H 6.112 -1.733 -2.210
H 4.153 -2.181 -3.817
H 1.786 -1.311 -3.231
H 0.432 -0.580 -0.400
H 1.257 0.934 0.062
H 1.302 4.538 -1.254
H -1.022 1.161 -3.638
H 0.387 0.093 -3.833
H -3.086 0.210 -3.922
H -3.325 -1.573 -3.501
H -2.218 -1.169 -4.841
H 0.174 -2.273 -2.265
H -1.408 -3.070 -2.873
H -0.245 -2.169 -3.999
H -1.231 -0.170 1.176
H -2.379 1.193 1.317
H -3.070 -0.479 1.088
H -4.338 0.277 -1.316
H -3.938 1.654 -0.123
H -3.621 1.904 -1.871
H -1.572 2.444 -1.615
H -0.822 2.039 -0.016
H 3.401 0.462 0.496
C -6.312 4.407 2.554
C -5.244 3.883 1.572
C -4.120 4.863 1.229
F -4.577 5.986 0.642
F -3.248 4.303 0.353
F -5.861 3.432 0.454
F -4.677 2.785 2.153
O -7.523 4.912 1.994
C -7.546 6.243 1.568
C -7.757 6.370 0.057
F -6.790 5.732 -0.633
F -7.720 7.670 -0.319
F -6.442 6.883 1.997
F -8.586 6.825 2.206
H -6.634 3.539 3.133
H -5.892 5.093 3.293
H -3.556 5.145 2.124
H -8.720 5.948 -0.238
C 4.763 -6.135 3.982
C 5.820 -6.716 3.023
C 7.015 -5.817 2.707
F 6.651 -4.666 2.109
F 7.860 -6.447 1.853
F 5.207 -7.122 1.888
F 6.307 -7.847 3.613
O 3.599 -5.556 3.396
C 3.670 -4.224 2.979
C 3.507 -4.076 1.464
F 4.449 -4.771 0.793
F 3.636 -2.780 1.099
F 4.803 -3.658 3.439
F 2.654 -3.581 3.595
H 4.376 -6.984 4.548
H 5.205 -5.479 4.736
H 7.576 -5.576 3.615
H 2.527 -4.434 1.140
*
```

***

Entry 2:
Entry from the OMol25 dataset: a 4-piece molecular cluster, C27H34F12NO9 overall at a distorted geometry (ωB97M-V/def2-TZVPD).

Calculated values
E_tot = -81079.7967 eV
HOMO = -0.165 Eh

ORCA input file:
```
! wB97M-V def2-TZVPD RIJCOSX def2/J DEFGRID3
* xyz -1 1
C -0.833 -1.078 1.072
C -1.002 -2.384 0.207
C -1.358 -3.581 1.177
C -0.150 -4.570 1.466
N 1.097 -3.881 1.828
C 2.233 -4.795 1.989
C 3.290 -4.758 0.817
C 2.804 -5.441 -0.504
F 2.130 -6.598 -0.203
F 2.095 -4.629 -1.335
F 3.928 -5.842 -1.243
C -0.671 -5.539 2.629
O -0.710 -6.759 2.387
O -0.973 -4.963 3.751
O 0.077 -2.658 -0.693
C 0.248 -1.634 -1.662
C 1.433 -0.671 -1.268
C 2.278 -1.064 -0.146
C 3.388 -0.252 0.357
C 3.641 1.018 -0.317
C 2.823 1.423 -1.464
C 1.712 0.591 -1.943
H -0.584 -0.159 0.481
H -0.079 -1.229 1.891
H -1.827 -0.871 1.565
H -1.924 -2.215 -0.437
H -2.272 -4.108 0.814
H -1.610 -3.114 2.173
H 0.005 -5.138 0.505
H 0.972 -3.289 2.652
H 1.957 -5.867 2.163
H 2.789 -4.464 2.916
H 3.699 -3.729 0.656
H 4.166 -5.380 1.163
H 0.397 -2.044 -2.702
H -0.695 -1.021 -1.711
H 2.098 -2.034 0.387
H 3.960 -0.620 1.240
H 4.470 1.649 0.084
H 3.066 2.409 -1.929
H 1.100 0.936 -2.799
C -2.993 -5.943 6.358
C -3.934 -4.793 6.080
O -4.589 -4.354 7.292
C -3.888 -3.538 8.080
O -2.775 -3.156 7.858
C -4.730 -3.124 9.289
F -5.370 -4.168 9.850
F -5.677 -2.226 8.949
F -3.992 -2.561 10.257
H -3.519 -6.757 6.865
H -2.565 -6.320 5.428
H -2.177 -5.635 7.013
H -4.724 -5.120 5.403
H -3.418 -3.962 5.596
C 0.400 6.953 -0.231
C 1.125 5.907 -1.053
O 0.353 4.699 -1.140
C -0.621 4.690 -2.054
O -0.885 5.606 -2.781
C -1.320 3.330 -2.066
F -1.598 2.887 -0.830
F -0.556 2.390 -2.653
F -2.483 3.357 -2.733
H 0.139 6.554 0.751
H 1.024 7.838 -0.099
H -0.531 7.256 -0.712
H 2.063 5.640 -0.564
H 1.375 6.278 -2.049
C -1.418 7.286 -7.139
C -0.475 6.162 -6.763
O 0.731 6.224 -7.546
C 1.656 7.093 -7.128
O 1.543 7.806 -6.173
C 2.896 7.014 -8.022
F 2.581 6.989 -9.330
F 3.613 5.903 -7.772
F 3.718 8.056 -7.843
H -1.617 7.277 -8.213
H -2.363 7.190 -6.603
H -0.984 8.259 -6.903
H -0.941 5.202 -6.986
H -0.244 6.169 -5.696
*
```

***

Entry 3:
Entry from the OMol25 dataset: C27H34FN3O5P2W as an isolated structure at a distorted geometry (ωB97M-V/def2-TZVPD).

Calculated values
E_tot = -66337.9974 eV
ΔE to the lowest compared entry with this formula, charge and spin = 325.1 kJ/mol
HOMO = -0.675 Eh

ORCA input file:
```
! wB97M-V def2-TZVPD RIJCOSX def2/J DEFGRID3
* xyz 4 1
W 0.624 0.300 0.516
C -0.817 -3.107 1.023
P -1.278 -1.421 0.502
C -2.079 -1.634 -1.116
C -2.492 -0.760 1.721
C -3.834 -1.133 1.643
C -4.717 -0.728 2.636
C -4.281 0.063 3.684
C -2.952 0.458 3.759
C -2.051 0.058 2.776
P -0.309 0.640 2.851
C -0.433 2.423 3.229
C 0.487 -0.121 4.307
H -1.498 -3.838 0.574
H -0.853 -3.219 2.108
H 0.201 -3.324 0.687
H -2.816 -2.439 -1.063
H -1.315 -1.933 -1.841
H -2.559 -0.717 -1.468
H -4.195 -1.750 0.834
H -5.755 -1.031 2.580
H -4.972 0.405 4.444
H -2.629 1.088 4.574
H -0.833 2.598 4.228
H -1.076 2.910 2.492
H 0.566 2.860 3.186
H 0.227 0.446 5.203
H 1.574 -0.109 4.176
H 0.182 -1.159 4.434
F 3.827 6.572 1.468
C 3.268 6.059 0.371
C 2.686 4.832 0.488
C 2.171 4.142 -0.625
C 1.518 2.884 -0.483
O 1.337 2.250 0.640
C 1.001 2.307 -1.684
C 1.293 2.865 -2.907
N 2.009 3.992 -3.047
C 2.465 4.256 -4.389
C 3.687 5.069 -4.729
C 2.337 5.582 -5.101
C 2.343 4.730 -1.914
C 2.831 6.040 -1.975
C 3.287 6.774 -0.865
N 3.714 8.067 -0.956
C 4.058 8.833 0.234
C 4.232 10.318 -0.048
N 5.302 10.531 -1.055
C 5.105 9.646 -2.246
C 3.798 8.845 -2.173
C 0.162 1.113 -1.383
O 0.689 -0.104 -1.389
O -0.763 1.270 -0.420
H 2.655 4.369 1.460
H 0.936 2.381 -3.809
H 2.304 3.380 -5.004
H 4.317 4.676 -5.512
H 4.257 5.513 -3.930
H 2.042 5.540 -6.137
H 1.882 6.407 -4.578
H 2.830 6.541 -2.920
H 4.979 8.435 0.681
H 3.266 8.740 0.984
H 4.500 10.812 0.888
H 3.308 10.776 -0.408
H 6.224 10.349 -0.633
H 5.320 11.523 -1.331
H 5.952 8.962 -2.330
H 5.075 10.252 -3.152
H 3.787 8.207 -3.053
H 2.925 9.509 -2.248
O 2.290 0.002 1.152
O 1.517 -1.156 1.170
*
```

***

Question: Which formula does entry 3 have?
Answer: C27H34FN3O5P2W

***

Question: E_tot of number 3 (C27H34FN3O5P2W)?
Answer: -66337.9974 eV